[1]
The following is a quantum chemistry calculation of a 2-piece molecular cluster, ClH4N2OP overall, from the OMol25 dataset.

Each line ends with the natural charge from an NBO analysis.
Cartesian coordinates (Å):
N 1.42701 0.05831 0.51380  -1.1601
N -0.64249 -1.09263 -0.05726  -0.6711
O -0.66812 1.47985 0.19886  -1.0141
P 0.20833 0.38006 -0.58908  1.4410
Cl -0.20843 -2.51333 -0.80363  0.2219
H 2.32657 0.21562 0.04571  0.3849
H 1.35237 0.96299 1.17415  0.4020
H -2.15629 -0.59825 -0.75246  -0.1364
H -1.63895 1.10738 0.26991  0.5319

Its total energy is -988.502810 hartree. The spin multiplicity is 3. The value obtained for the LUMO energy (spin up / spin down) is 0.92 / -2.35 eV. For the HOMO-LUMO gap (spin up / spin down), the calculation gives 0.310 / 0.256 hartree. The energy above the lowest of the compared OMol25 structures with the same formula, charge and spin comes out at 46.6 kcal per mole. For the HOMO energy (spin up / spin down), the calculation gives -7.51 / -9.33 eV.

---

[2]
The following is a quantum chemistry calculation of one molecule with the formula C24H23F3N2O4, from the OMol25 dataset.

Each line ends with the natural charge from an NBO analysis.
Cartesian coordinates (Å):
C -4.76895 -0.28608 1.42896  -0.3999
N -3.62250 0.24906 0.73522  -0.4819
C -3.35296 1.62571 0.96514  -0.3948
C -2.60440 -0.64079 0.19243  -0.0403
C -1.17641 -0.42485 0.73645  -0.0551
C -0.49839 0.79510 0.85088  -0.1497
C 0.79381 0.84303 1.36925  -0.1971
C 1.32775 -0.30420 1.92994  -0.1421
C 2.72343 -0.22282 2.46981  0.9776
F 3.25009 -1.45496 2.72532  -0.3231
F 3.56617 0.40015 1.58198  -0.3273
F 2.77264 0.48873 3.64446  -0.3274
C 0.61078 -1.49335 2.01626  -0.1804
C -0.62763 -1.52954 1.39764  -0.1851
C -2.90366 -1.00342 -1.24283  -0.3105
C -3.35633 -2.51530 -1.22693  -0.3988
C -2.20658 -3.51141 -1.21980  0.0021
C -0.84730 -3.13730 -1.20414  -0.1989
C 0.17211 -4.07027 -1.38092  -0.1080
C -0.14533 -5.38606 -1.73174  -0.2040
C 0.88569 -6.31169 -2.10077  0.2802
N 1.71792 -7.07317 -2.40585  -0.3090
C -1.48832 -5.78304 -1.70980  -0.1614
C -2.48960 -4.88207 -1.35030  -0.1997
C -2.09820 -0.84719 -2.60131  0.8051
O -1.52489 -1.76837 -3.17409  -0.5322
O -2.29237 0.27885 -3.36545  -0.5082
C -2.59194 1.48669 -2.67184  0.5396
C -1.35901 2.00014 -1.97534  -0.6710
C -3.11019 2.50878 -3.66857  -0.6302
O -3.70864 1.20692 -1.77986  -0.5656
C -4.06478 -0.12036 -1.59342  0.8649
O -5.21472 -0.48344 -1.65293  -0.5493
H -5.37310 0.58545 1.74081  0.2136
H -5.37459 -0.91849 0.75595  0.2089
H -4.48203 -0.86976 2.33259  0.1775
H -4.31384 2.12257 1.15115  0.2091
H -2.70206 1.78325 1.84374  0.1719
H -2.90363 2.06455 0.06080  0.1984
H -2.89870 -1.56894 0.71823  0.2344
H -0.93734 1.73806 0.54246  0.2174
H 1.34922 1.78428 1.34782  0.2348
H 1.01379 -2.35798 2.54599  0.2435
H -1.19853 -2.45312 1.47399  0.2246
H -4.02708 -2.64893 -0.35664  0.2284
H -3.98562 -2.71658 -2.10886  0.2494
H -0.52908 -2.10741 -1.06183  0.2159
H 1.20734 -3.74757 -1.27893  0.2208
H -1.73558 -6.81828 -1.96862  0.2302
H -3.51403 -5.24256 -1.21584  0.2180
H -0.92456 1.22927 -1.32448  0.2268
H -0.58400 2.24618 -2.72052  0.2436
H -1.61429 2.92393 -1.43794  0.2256
H -4.05365 2.14694 -4.09602  0.2378
H -3.28467 3.45119 -3.13913  0.2239
H -2.36332 2.65610 -4.45079  0.2270

Its total energy is -1638.369547 hartree. As for the SMILES: CN(C)[C@H](c1ccc(C(F)(F)F)cc1)C1(Cc2ccc(C#N)cc2)C(=O)OC(C)(C)OC1=O. The value obtained for the LUMO energy is 0.12 eV. For the HOMO-LUMO gap, the calculation gives 0.330 hartree. The energy above the lowest of the compared OMol25 structures with the same formula, charge and spin comes out at 0.0 kcal per mole. For the HOMO energy, the calculation gives -8.87 eV.

---

[3]
The following is a quantum chemistry calculation of a 9-piece molecular cluster, C17H19Cl32NO5S overall, from the OMol25 dataset.

Each line ends with the Mulliken charge.
Cartesian coordinates (Å):
C 6.16718 1.45042 1.10968  -1.3287
C 5.55856 0.33188 0.26057  0.3357
O 4.86959 0.93366 -0.85343  -0.6147
C 4.59664 -0.52079 1.08123  -0.3012
N 4.43281 -1.88500 0.59708  -0.2411
C 4.02057 -2.08812 -0.77723  -1.0239
C 2.70137 -1.42853 -1.22075  0.2923
O 1.83565 -1.32414 -0.10542  0.2227
C 0.73379 -0.47108 -0.31229  0.5136
C -0.13896 -0.56412 0.93063  -0.6142
C -1.45568 0.17290 0.72003  -0.6168
O -1.28130 1.47788 0.10463  -0.1965
S 0.13010 2.18705 0.18761  1.3058
O 0.01206 3.32798 -0.66653  -0.6037
O 0.49867 2.32778 1.56560  -0.6543
C 1.19000 0.98394 -0.56417  -0.6948
H 5.54904 1.66113 1.98673  0.3295
H 7.16261 1.16769 1.45822  0.3000
H 6.24621 2.35644 0.51073  0.3111
H 6.35014 -0.32408 -0.11902  0.3628
H 5.13956 0.49507 -1.66484  0.3389
H 4.99763 -0.58825 2.09793  0.4338
H 3.64354 0.02811 1.15318  0.1239
H 3.81647 -2.39303 1.21517  0.0257
H 3.94506 -3.16863 -0.92859  0.3621
H 4.81383 -1.74824 -1.45255  0.3114
H 2.89258 -0.43860 -1.64686  0.2796
H 2.23037 -2.03814 -2.00621  -0.2820
H 0.15869 -0.80361 -1.18959  0.1608
H -0.34590 -1.61629 1.14156  0.1004
H 0.41706 -0.17360 1.78652  0.3063
H -1.99562 0.31574 1.65852  0.2037
H -2.10527 -0.37079 0.03159  0.3912
H 2.18634 1.14726 -0.14406  -0.0602
H 1.22186 1.23156 -1.62608  0.4178
Cl -3.74161 3.00542 -1.00330  -0.0073
C -5.37547 2.36872 -0.89512  0.2206
Cl -6.52820 3.68335 -0.65488  -0.1065
Cl -5.78739 1.50701 -2.38546  -0.0790
Cl -5.49652 1.24210 0.46796  -0.0573
Cl 0.72932 5.16344 -3.44714  -0.0684
C -0.57305 4.89406 -4.59921  0.2889
Cl -1.09392 6.43890 -5.28428  -0.1083
Cl -0.00132 3.84280 -5.90521  -0.1164
Cl -1.93452 4.12387 -3.78395  -0.0221
Cl -8.58171 -0.14236 -0.18458  0.0040
C -9.31749 -0.77116 1.28628  0.2910
Cl -10.39395 -2.11348 0.88467  -0.1157
Cl -8.04940 -1.34294 2.38008  -0.0753
Cl -10.23949 0.50696 2.08098  -0.0975
Cl 1.18945 -3.63803 -4.40325  -0.1200
C 0.50001 -4.56217 -3.06612  0.3402
Cl -0.44070 -5.91221 -3.69711  -0.0976
Cl 1.80172 -5.17563 -2.04138  -0.0943
Cl -0.55073 -3.50919 -2.10864  -0.0651
Cl 2.46037 -3.43698 3.21422  -0.1118
C 0.79699 -4.04291 3.21492  0.2628
Cl -0.30779 -2.72629 3.61241  -0.0248
Cl 0.40908 -4.66226 1.60676  -0.0766
Cl 0.63953 -5.33273 4.40491  -0.1025
Cl -8.17871 -0.01314 -5.74796  -0.0997
C -9.49744 0.59556 -4.74124  0.3454
Cl -9.74201 -0.49329 -3.37391  -0.0748
Cl -9.08032 2.20208 -4.13824  -0.0801
Cl -10.97730 0.68816 -5.69962  -0.1048
Cl 8.16866 4.62248 1.35344  -0.0886
C 9.42373 3.72025 2.20377  0.3620
Cl 10.12169 2.51532 1.11483  -0.0980
Cl 10.68778 4.82910 2.74161  -0.1069
Cl 8.72064 2.90699 3.60542  -0.0975
Cl -3.26736 -1.30270 4.34904  -0.0115
C -3.99408 -2.12585 5.73844  0.2757
Cl -5.04719 -3.42266 5.16474  -0.0930
Cl -2.71358 -2.81275 6.73769  -0.0935
Cl -4.93296 -0.96934 6.67888  -0.0925

Its total energy is -16214.320480 hartree. As for the SMILES: C[C@H](O)CNCCO[C@H]1CCOS(=O)(=O)C1.ClC(Cl)(Cl)Cl.ClC(Cl)(Cl)Cl.ClC(Cl)(Cl)Cl.ClC(Cl)(Cl)Cl.ClC(Cl)(Cl)Cl.ClC(Cl)(Cl)Cl.ClC(Cl)(Cl)Cl.ClC(Cl)(Cl)Cl. The value obtained for the LUMO energy is -0.10 eV. For the HOMO-LUMO gap, the calculation gives 0.324 hartree. For the HOMO energy, the calculation gives -8.91 eV.

---

[4]
The following is a quantum chemistry calculation of one molecule with the formula C2H4NP, from the OMol25 dataset.

Each line ends with the natural charge from an NBO analysis.
Cartesian coordinates (Å):
C 0.25027 -0.70662 0.01692  -0.2532
C 0.09315 0.85355 0.03473  -0.8023
N -1.13692 -1.05378 0.02762  -0.7544
P -1.71293 0.44219 -0.00906  0.9281
H 0.62941 -1.07459 -0.84185  0.2023
H 0.86878 -1.19231 0.76502  0.2001
H 0.75165 1.22084 0.86084  0.2475
H 0.25659 1.51073 -0.85421  0.2318

Its total energy is -474.633281 hartree. The value obtained for the LUMO energy is 0.02 eV. For the HOMO-LUMO gap, the calculation gives 0.356 hartree. The energy above the lowest of the compared OMol25 structures with the same formula, charge and spin comes out at 25.4 kcal per mole. For the HOMO energy, the calculation gives -9.68 eV.

---

Max |F| / eV/Å: 4.8, 3.1, 0.4, 3.7